DFT (ωB97M-V with the def2-TZVPD basis set) results for 3 unconnected molecules or ions with the total composition C20H47F3N6O4P2 in a non-equilibrium geometry.

As for the total charge: 0. As for the lowest unoccupied orbital energy: -0.2826 eV. For the largest force on an atom, the calculation gives 6.3 eV/A. As for the spin multiplicity: 1.

Each atom is followed by the atoms it is bonded to, with distances in Å.
Atoms and positions in Å:
1 C 0.24736 -0.90895 7.48771  N2 1.454, H12 1.093, H13 1.097, H14 1.088
2 N 0.20364 0.46430 7.01336  C1 1.454, C3 1.455, P4 1.738
3 C 1.55226 0.99261 6.87742  N2 1.455, H15 1.097, H16 1.097, H17 1.092
4 P -0.78669 0.89707 5.65171  N2 1.738, O5 1.524, N6 1.709, N9 1.793
5 O -0.07474 -0.00128 4.64685  P4 1.524
6 N -2.33147 0.16541 5.62977  P4 1.709, C7 1.444, C8 1.459
7 C -2.93266 -0.53278 6.74130  N6 1.444, H18 1.097, H19 1.094, H20 1.091
8 C -2.73646 -0.44139 4.36653  N6 1.459, H21 1.098, H22 1.087, H23 1.092
9 N -1.42539 2.29173 6.58054  P4 1.793, C10 1.473, C11 1.455
10 C -1.38013 3.54671 5.81122  N9 1.473, H24 1.096, H25 1.091, H26 1.095
11 C -1.09785 2.57102 7.97066  N9 1.455, H27 1.096, H28 1.085, H29 1.095
12 H 0.90022 -0.96887 8.36191  C1 1.093
13 H 0.61188 -1.61798 6.73467  C1 1.097
14 H -0.72930 -1.23790 7.83634  C1 1.088
15 H 1.51984 2.05866 6.62008  C3 1.097
16 H 2.11838 0.47488 6.09277  C3 1.097
17 H 2.09459 0.90437 7.82090  C3 1.092
18 H -2.56836 -1.56506 6.81765  C7 1.097
19 H -4.01832 -0.57300 6.61680  C7 1.094
20 H -2.75788 -0.02421 7.69007  C7 1.091
21 H -2.31326 -1.44558 4.23586  C8 1.098
22 H -2.42116 0.16709 3.52262  C8 1.087
23 H -3.82523 -0.51529 4.32408  C8 1.092
24 H -0.35875 3.93120 5.71386  C10 1.096
25 H -1.99515 4.31472 6.28186  C10 1.091
26 H -1.77714 3.38211 4.80415  C10 1.095
27 H -0.07769 2.94489 8.11475  C11 1.096
28 H -1.23697 1.69890 8.60034  C11 1.085
29 H -1.79170 3.33822 8.32883  C11 1.095
30 C -1.29292 -0.31468 -8.38438  N31 1.453, H41 1.093, H42 1.097, H43 1.088
31 N -0.54419 -1.15616 -7.46690  C30 1.453, C32 1.456, P33 1.732
32 C 0.88426 -1.04112 -7.72450  N31 1.456, H44 1.097, H45 1.097, H46 1.092
33 P -0.88486 -1.11718 -5.76962  N31 1.732, O34 1.515, N35 1.716, N38 1.786
34 O -0.53108 0.32063 -5.45039  P33 1.515
35 N -2.54778 -1.05685 -5.35011  P33 1.716, C36 1.443, C37 1.458
36 C -3.63916 -1.29457 -6.26383  N35 1.443, H47 1.098, H48 1.094, H49 1.091
37 C -2.92482 -0.06063 -4.35477  N35 1.458, H50 1.098, H51 1.087, H52 1.093
38 N -0.94486 -2.89929 -5.66104  P33 1.786, C39 1.475, C40 1.454
39 C -0.10468 -3.42439 -4.56889  N38 1.475, H53 1.096, H54 1.091, H55 1.095
40 C -0.85459 -3.78567 -6.81034  N38 1.454, H56 1.097, H57 1.085, H58 1.094
41 H -0.95271 -0.50108 -9.40582  C30 1.093
42 H -1.18841 0.75712 -8.17485  C30 1.097
43 H -2.35052 -0.57171 -8.38265  C30 1.088
44 H 1.44181 -1.75176 -7.10256  C32 1.097
45 H 1.26125 -0.03484 -7.50422  C32 1.097
46 H 1.10467 -1.28138 -8.76641  C32 1.092
47 H -3.87258 -0.40323 -6.86127  C36 1.098
48 H -4.54199 -1.56682 -5.70951  C36 1.094
49 H -3.43762 -2.12869 -6.93717  C36 1.091
50 H -3.05100 0.93807 -4.79423  C37 1.098
51 H -2.17404 0.01081 -3.57168  C37 1.087
52 H -3.86427 -0.35124 -3.87874  C37 1.093
53 H 0.96329 -3.35714 -4.80409  C39 1.096
54 H -0.34731 -4.46663 -4.35864  C39 1.091
55 H -0.28314 -2.85621 -3.65034  C39 1.095
56 H 0.15146 -3.84321 -7.24280  C40 1.097
57 H -1.54993 -3.50193 -7.59386  C40 1.085
58 H -1.13752 -4.78979 -6.48035  C40 1.094
59 C 1.17618 2.03740 -3.10880  C60 1.327, H72 1.076, H73 1.078
60 C 1.19267 0.94249 -2.35930  C59 1.327, C61 1.518, H74 1.079
61 C 2.40003 0.02608 -2.44971  C60 1.518, C62 1.514, H75 1.085, H76 1.085
62 C 2.46155 -0.94706 -1.29142  C61 1.514, O63 1.201, O64 1.368
63 O 1.94003 -2.02840 -1.33800  C62 1.201
64 O 3.17841 -0.52185 -0.20677  C62 1.368, C65 1.447
65 C 2.40053 0.40299 0.58975  O64 1.447, C66 1.513, H77 1.091, H78 1.087
66 C 2.89334 0.36742 2.01953  C65 1.513, C67 1.551, H79 1.085, H80 1.084
67 C 4.09358 1.28366 2.37185  C66 1.551, C68 1.500, H81 1.086, H82 1.082
68 C 4.55817 2.24276 1.31569  C67 1.500, F69 1.367, F70 1.338, F71 1.346
69 F 5.61674 2.94320 1.82350  C68 1.367
70 F 5.01597 1.66128 0.20116  C68 1.338
71 F 3.64062 3.17703 1.00506  C68 1.346
72 H 0.26918 2.60245 -3.23856  C59 1.076
73 H 2.08181 2.34276 -3.60654  C59 1.078
74 H 0.35833 0.67616 -1.72988  C60 1.079
75 H 3.31330 0.61148 -2.48428  C61 1.085
76 H 2.28000 -0.55035 -3.36126  C61 1.085
77 H 1.38455 0.00614 0.59747  C65 1.091
78 H 2.33902 1.39241 0.14470  C65 1.087
79 H 2.06061 0.57895 2.68215  C66 1.085
80 H 3.20204 -0.65169 2.22139  C66 1.084
81 H 3.79721 1.90491 3.21155  C67 1.086
82 H 4.94752 0.71778 2.72008  C67 1.082

=====

DFT (ωB97M-V with the def2-TZVPD basis set) results for CH3Cl in the gas phase in a non-equilibrium geometry.

As for the total charge: 0. As for the lowest unoccupied orbital energy: 1.0772 eV. For the largest force on an atom, the calculation gives 5.7 eV/A. For the relative energy (zero: lowest compared OMol25 entry of this formula, charge and spin), the calculation gives 1.083 eV. As for the spin multiplicity: 1.

Each atom is followed by the atoms it is bonded to, with distances in Å.
Atoms and positions in Å:
1 C -0.06363 0.05228 -0.01583  Cl2 1.677, H3 1.197, H4 1.244, H5 1.104
2 Cl 1.61259 0.05590 0.02542  C1 1.677
3 H -0.69582 -0.40809 0.89103  C1 1.197
4 H -0.70798 1.10181 -0.19079  C1 1.244
5 H -0.14516 -0.80189 -0.70983  C1 1.104

=====

DFT (ωB97M-V with the def2-TZVPD basis set) results for C26H30F3N3O2 in the gas phase.

As for the total charge: 0. As for the lowest unoccupied orbital energy: 0.6011 eV. For the largest force on an atom, the calculation gives 0.9 eV/A. For the relative energy (zero: lowest compared OMol25 entry of this formula, charge and spin), the calculation gives 0.864 eV. As for the spin multiplicity: 1.

Each atom is followed by the atoms it is bonded to, with distances in Å.
Atoms and positions in Å:
1 C 5.70272 3.67372 -0.79664  O2 1.407, H35 1.095, H36 1.095, H37 1.089
2 O 5.44464 2.32397 -0.49402  C1 1.407, C3 1.365
3 C 4.29178 2.01433 0.16898  O2 1.365, C4 1.388, C28 1.403
4 C 3.34264 2.93496 0.58972  C3 1.388, C5 1.386, H38 1.078
5 C 2.20102 2.50628 1.24813  C4 1.386, C6 1.385, H39 1.080
6 C 1.98950 1.16374 1.51658  C5 1.385, C7 1.509, C27 1.392
7 C 0.70677 0.68124 2.14808  C6 1.509, N8 1.457, H40 1.093, H41 1.094
8 N -0.31327 0.27811 1.18927  C7 1.457, C9 1.448, C26 1.450
9 C -0.75321 1.35689 0.32856  N8 1.448, C10 1.527, H42 1.094, H43 1.105
10 C -2.01296 0.92883 -0.42130  C9 1.527, C11 1.534, H44 1.093, H45 1.091
11 C -1.78510 -0.32762 -1.27146  C10 1.534, C12 1.546, C14 1.551, C25 1.532
12 C -0.84220 -0.04789 -2.46383  C11 1.546, O13 1.407, H46 1.096, H47 1.093
13 O -1.34077 0.91019 -3.36541  C12 1.407, H48 0.963
14 C -3.11771 -0.82669 -1.88823  C11 1.551, C15 1.496, H49 1.092, H50 1.092
15 C -4.21852 -1.05465 -0.90082  C14 1.496, C16 1.392, C24 1.389
16 C -4.39515 -2.29545 -0.29569  C15 1.392, C17 1.384, H51 1.080
17 C -5.39806 -2.50164 0.63487  C16 1.384, C18 1.384, H52 1.079
18 C -6.25397 -1.47122 0.98229  C17 1.384, C19 1.387, H53 1.079
19 C -6.09283 -0.23534 0.37345  C18 1.387, C20 1.501, C24 1.388
20 C -7.01162 0.90717 0.69365  C19 1.501, F21 1.340, F22 1.347, F23 1.349
21 F -7.78865 0.68719 1.76318  C20 1.340
22 F -6.34013 2.04820 0.94219  C20 1.347
23 F -7.84729 1.19030 -0.32640  C20 1.349
24 C -5.09065 -0.02708 -0.56386  C15 1.389, C19 1.388, H54 1.080
25 C -1.18107 -1.39780 -0.35581  C11 1.532, C26 1.528, H55 1.091, H56 1.092
26 C 0.03970 -0.89420 0.41279  N8 1.450, C25 1.528, H57 1.093, H58 1.103
27 C 2.95599 0.25005 1.10706  C6 1.392, C28 1.380, H59 1.079
28 C 4.09083 0.65113 0.43147  C3 1.403, C27 1.380, C29 1.512
29 C 5.13078 -0.32876 -0.06201  C28 1.512, N30 1.433, H60 1.095, H61 1.094
30 N 4.78251 -1.69574 0.18890  C29 1.433, C31 1.348, N34 1.329
31 C 5.05545 -2.42369 1.29006  N30 1.348, C32 1.376, H62 1.072
32 C 4.45681 -3.65025 1.11754  C31 1.376, C33 1.401, H63 1.071
33 C 3.83178 -3.55826 -0.13305  C32 1.401, N34 1.319, H64 1.072
34 N 4.03505 -2.37335 -0.67552  N30 1.329, C33 1.319
35 H 5.78776 4.28057 0.11048  C1 1.095
36 H 4.92914 4.09559 -1.44596  C1 1.095
37 H 6.65575 3.67913 -1.32321  C1 1.089
38 H 3.47609 3.98929 0.40604  C4 1.078
39 H 1.47061 3.23833 1.56108  C5 1.080
40 H 0.90722 -0.18249 2.78802  C7 1.093
41 H 0.27329 1.47394 2.76469  C7 1.094
42 H -0.99319 2.21771 0.95885  C9 1.094
43 H 0.03516 1.66901 -0.37953  C9 1.105
44 H -2.37412 1.75659 -1.03609  C10 1.093
45 H -2.77861 0.70779 0.32370  C10 1.091
46 H 0.15045 0.24938 -2.10648  C12 1.096
47 H -0.72658 -0.96278 -3.05053  C12 1.093
48 H -1.36896 1.76442 -2.92103  O13 0.963
49 H -2.90869 -1.75897 -2.41643  C14 1.092
50 H -3.43327 -0.08609 -2.62565  C14 1.092
51 H -3.74331 -3.11332 -0.56517  C16 1.080
52 H -5.51781 -3.47153 1.09286  C17 1.079
53 H -7.03688 -1.62198 1.70877  C18 1.079
54 H -4.99668 0.94102 -1.03287  C24 1.080
55 H -1.93721 -1.69169 0.37390  C25 1.091
56 H -0.89641 -2.27614 -0.93813  C25 1.092
57 H 0.36364 -1.67517 1.10616  C26 1.093
58 H 0.87144 -0.69997 -0.28459  C26 1.103
59 H 2.81049 -0.79741 1.32362  C27 1.079
60 H 6.09397 -0.10555 0.40802  C29 1.095
61 H 5.24399 -0.20078 -1.14305  C29 1.094
62 H 5.64372 -2.02976 2.09446  C31 1.072
63 H 4.46945 -4.48684 1.78552  C32 1.071
64 H 3.25473 -4.29896 -0.65014  C33 1.072

=====

Q: Number 3 is which compound?
A: C26H30F3N3O2